# C72H180O36

A cluster of 18 separate species, C72H180O36 in total (wB97M-V/def2-TZVPD, the OMol25 dataset).

Values from the calculation:
LUMO energy, eV: 0.442
HOMO energy, eV: -9.19

Last column: Löwdin charge in e.
Cartesian coordinates (Å):
C 2.888 -11.578 -4.504  -0.145
O 3.136 -12.820 -3.999  -0.178
C 2.245 -13.764 -4.507  -0.207
C 2.682 -15.147 -3.978  -0.144
O 1.996 -16.381 -4.439  -0.169
C 2.654 -17.055 -5.471  -0.147
H 1.920 -11.130 -4.282  0.086
H 3.091 -11.624 -5.574  0.098
H 3.469 -10.833 -3.960  0.088
H 2.399 -13.938 -5.572  0.131
H 1.213 -13.599 -4.196  0.116
H 2.535 -15.216 -2.900  0.100
H 3.766 -15.135 -4.093  0.123
H 3.740 -17.147 -5.432  0.088
H 2.545 -16.649 -6.477  0.075
H 2.186 -18.014 -5.693  0.080
C 8.708 -17.737 5.664  -0.140
O 9.517 -16.759 6.222  -0.202
C 10.285 -17.307 7.363  -0.115
C 9.455 -17.594 8.741  -0.128
O 8.633 -18.738 8.480  -0.220
C 7.586 -19.021 9.380  -0.110
H 9.050 -18.753 5.856  0.088
H 8.507 -17.694 4.594  0.089
H 7.769 -17.630 6.208  0.073
H 11.099 -16.626 7.609  0.109
H 10.945 -18.113 7.044  0.113
H 8.851 -16.692 8.841  0.106
H 10.031 -17.911 9.610  0.111
H 7.728 -18.894 10.453  0.090
H 7.181 -19.989 9.085  0.089
H 6.714 -18.396 9.183  0.049
C 3.326 -19.413 7.571  -0.109
O 3.351 -18.247 6.740  -0.210
C 4.394 -18.130 5.715  -0.117
C 3.902 -18.772 4.343  -0.177
O 4.086 -20.212 4.322  -0.181
C 3.479 -20.720 3.130  -0.099
H 4.062 -19.362 8.373  0.064
H 3.563 -20.357 7.080  0.080
H 2.429 -19.612 8.158  0.081
H 5.346 -18.566 6.014  0.115
H 4.371 -17.050 5.571  0.098
H 4.352 -18.191 3.538  0.106
H 2.852 -18.530 4.179  0.107
H 3.829 -20.164 2.260  0.078
H 2.391 -20.786 3.122  0.079
H 3.828 -21.752 3.123  0.089
C 4.829 -11.799 -0.620  -0.163
O 4.470 -13.110 -0.443  -0.200
C 5.520 -14.008 -1.072  -0.086
C 4.815 -15.376 -0.820  -0.175
O 5.705 -16.510 -0.975  -0.166
C 4.948 -17.642 -1.210  -0.126
H 4.293 -11.092 0.012  0.086
H 4.720 -11.489 -1.659  0.086
H 5.807 -11.555 -0.207  0.055
H 6.426 -13.809 -0.499  0.118
H 5.775 -13.876 -2.123  0.121
H 3.881 -15.352 -1.382  0.094
H 4.433 -15.374 0.201  0.099
H 4.277 -17.543 -2.064  0.090
H 4.455 -17.895 -0.271  0.075
H 5.652 -18.432 -1.472  0.095
C 5.553 -12.438 11.837  -0.163
O 4.363 -13.002 12.230  -0.172
C 4.322 -14.499 12.316  -0.121
C 4.403 -15.218 10.989  -0.167
O 5.618 -14.766 10.301  -0.195
C 5.701 -15.392 9.047  -0.110
H 5.671 -12.386 10.755  0.076
H 6.489 -12.715 12.322  0.091
H 5.418 -11.362 11.952  0.064
H 3.320 -14.730 12.679  0.126
H 5.165 -14.799 12.939  0.123
H 3.518 -15.022 10.384  0.116
H 4.523 -16.285 11.175  0.126
H 4.913 -15.058 8.372  0.074
H 5.742 -16.479 8.969  0.068
H 6.593 -15.044 8.526  0.077
C 10.832 -16.224 11.916  -0.089
O 10.032 -15.517 10.968  -0.178
C 9.279 -14.495 11.493  -0.224
C 10.111 -13.333 12.026  -0.159
O 10.427 -13.783 13.342  -0.212
C 11.307 -13.080 14.093  -0.150
H 11.759 -15.676 12.088  0.082
H 11.285 -17.126 11.506  0.077
H 10.388 -16.433 12.889  0.097
H 8.545 -14.901 12.189  0.132
H 8.612 -14.103 10.726  0.111
H 9.518 -12.424 11.918  0.116
H 11.079 -13.124 11.571  0.128
H 11.668 -13.607 14.976  0.091
H 10.750 -12.234 14.495  0.088
H 12.181 -12.704 13.560  0.088
C 0.846 -10.876 7.523  -0.160
O 1.125 -11.688 8.582  -0.167
C 2.253 -12.549 8.495  -0.155
C 2.241 -13.436 7.227  -0.192
O 1.137 -14.325 7.286  -0.172
C 0.939 -15.066 6.062  -0.077
H 1.660 -10.301 7.081  0.083
H 0.375 -10.019 8.004  0.085
H 0.202 -11.220 6.714  0.089
H 2.388 -13.144 9.399  0.115
H 3.118 -11.889 8.555  0.111
H 3.070 -14.121 7.405  0.110
H 2.372 -12.778 6.368  0.107
H -0.064 -15.453 5.884  0.068
H 1.594 -15.937 6.065  0.084
H 1.042 -14.308 5.285  0.066
C 6.023 -7.130 7.644  -0.084
O 5.544 -6.007 6.839  -0.188
C 5.811 -4.678 7.452  -0.147
C 7.297 -4.266 7.604  -0.159
O 7.911 -5.099 8.632  -0.221
C 9.190 -5.558 8.429  -0.127
H 5.616 -8.108 7.387  0.078
H 5.906 -7.013 8.721  0.061
H 7.072 -7.352 7.446  0.048
H 5.351 -4.463 8.416  0.115
H 5.525 -3.900 6.743  0.119
H 7.177 -3.311 8.115  0.121
H 7.743 -4.182 6.613  0.124
H 9.086 -6.237 7.582  0.069
H 9.582 -6.141 9.263  0.093
H 9.802 -4.709 8.126  0.092
C 1.903 -9.314 3.127  -0.109
O 2.651 -8.436 3.952  -0.217
C 1.898 -7.244 4.356  -0.158
C 2.863 -6.055 4.687  -0.170
O 3.729 -5.675 3.583  -0.225
C 3.121 -5.130 2.349  -0.058
H 1.789 -8.964 2.101  0.091
H 0.960 -9.338 3.672  0.081
H 2.256 -10.320 3.353  0.081
H 1.440 -7.379 5.336  0.117
H 1.204 -6.891 3.593  0.111
H 3.544 -6.297 5.503  0.098
H 2.341 -5.191 5.096  0.117
H 3.941 -5.065 1.634  0.084
H 2.752 -4.144 2.630  0.081
H 2.341 -5.754 1.912  0.071
C 0.289 -12.117 -1.627  -0.088
O -0.016 -12.735 -0.392  -0.214
C 0.292 -12.159 0.879  -0.168
C -0.466 -12.840 2.013  -0.146
O -1.766 -12.225 2.301  -0.194
C -2.335 -12.720 3.492  -0.113
H 1.357 -11.997 -1.809  0.078
H -0.263 -11.192 -1.796  0.095
H 0.046 -12.883 -2.363  0.066
H 0.388 -11.075 0.941  0.120
H 1.353 -12.403 0.920  0.111
H 0.120 -12.783 2.929  0.112
H -0.675 -13.856 1.679  0.113
H -1.534 -12.822 4.223  0.069
H -2.797 -13.700 3.369  0.084
H -2.980 -11.910 3.832  0.093
C -1.125 -15.432 -1.185  -0.094
O -1.304 -16.514 -2.059  -0.210
C -1.931 -16.300 -3.335  -0.172
C -3.398 -15.921 -3.314  -0.199
O -3.806 -15.510 -4.629  -0.179
C -4.751 -14.517 -4.560  -0.141
H -0.151 -14.974 -1.356  0.080
H -1.250 -15.758 -0.153  0.077
H -1.968 -14.743 -1.224  0.084
H -1.797 -17.111 -4.051  0.128
H -1.419 -15.447 -3.781  0.120
H -3.437 -15.103 -2.595  0.104
H -3.959 -16.777 -2.937  0.132
H -4.214 -13.680 -4.112  0.090
H -5.698 -14.740 -4.069  0.093
H -4.856 -14.346 -5.631  0.095
C 7.200 -10.089 1.353  -0.140
O 6.288 -10.288 2.370  -0.194
C 5.631 -9.147 2.897  -0.149
C 6.373 -8.139 3.811  -0.221
O 7.568 -7.692 3.402  -0.187
C 8.316 -6.921 4.297  -0.084
H 6.750 -9.636 0.469  0.088
H 7.751 -11.014 1.183  0.093
H 7.947 -9.372 1.691  0.073
H 4.970 -9.656 3.599  0.103
H 5.073 -8.651 2.102  0.126
H 6.527 -8.632 4.771  0.111
H 5.767 -7.252 3.998  0.120
H 9.213 -6.581 3.780  0.103
H 8.587 -7.560 5.138  0.068
H 7.708 -6.114 4.705  0.082
C 2.622 -15.042 2.501  -0.010
O 2.925 -14.370 3.840  -0.240
C 4.337 -14.136 4.171  -0.145
C 4.712 -12.710 4.668  -0.185
O 5.350 -12.669 5.937  -0.196
C 5.435 -11.423 6.593  -0.105
H 2.888 -14.342 1.710  0.068
H 1.606 -15.431 2.562  0.071
H 3.308 -15.878 2.362  0.063
H 4.955 -14.328 3.294  0.113
H 4.624 -14.859 4.935  0.103
H 3.773 -12.164 4.757  0.099
H 5.201 -12.187 3.846  0.110
H 5.682 -11.538 7.648  0.075
H 4.564 -10.783 6.455  0.083
H 6.263 -10.825 6.213  0.081
C 1.613 -18.304 0.012  -0.068
O 1.592 -19.106 -1.196  -0.179
C 0.513 -18.827 -2.050  -0.230
C 0.556 -19.796 -3.277  -0.143
O 0.612 -21.215 -2.957  -0.185
C -0.530 -21.699 -2.263  -0.109
H 1.817 -17.282 -0.309  0.073
H 2.456 -18.550 0.658  0.066
H 0.661 -18.339 0.541  0.074
H 0.685 -17.807 -2.393  0.101
H -0.477 -18.821 -1.595  0.109
H 1.428 -19.491 -3.856  0.108
H -0.363 -19.591 -3.827  0.113
H -1.413 -21.718 -2.902  0.082
H -0.749 -21.078 -1.394  0.079
H -0.328 -22.718 -1.932  0.087
C -0.970 -17.053 2.909  -0.103
O -0.347 -18.354 2.823  -0.224
C -0.521 -19.253 4.061  -0.112
C -1.908 -19.260 4.665  -0.216
O -2.700 -20.262 3.919  -0.162
C -4.051 -20.074 4.392  -0.114
H -0.578 -16.595 3.816  0.068
H -2.059 -17.066 2.957  0.084
H -0.574 -16.513 2.049  0.058
H 0.179 -18.895 4.817  0.110
H -0.213 -20.271 3.822  0.120
H -2.274 -18.266 4.923  0.116
H -1.799 -19.613 5.690  0.120
H -4.393 -19.128 3.973  0.079
H -4.104 -19.994 5.478  0.083
H -4.803 -20.762 4.006  0.085
C 11.708 -11.293 2.030  -0.084
O 11.599 -10.246 3.041  -0.190
C 10.455 -10.340 3.957  -0.139
C 10.878 -9.532 5.213  -0.206
O 12.225 -9.595 5.634  -0.189
C 12.679 -10.850 6.218  -0.057
H 11.376 -12.288 2.323  0.075
H 12.769 -11.370 1.791  0.082
H 11.090 -11.043 1.167  0.073
H 9.955 -11.273 4.221  0.100
H 9.718 -9.742 3.422  0.102
H 10.197 -9.728 6.042  0.097
H 10.724 -8.466 5.048  0.104
H 12.500 -11.707 5.570  0.082
H 12.085 -10.934 7.129  0.075
H 13.761 -10.864 6.347  0.085
C 5.381 -5.866 11.562  -0.120
O 4.362 -6.662 12.107  -0.158
C 4.650 -8.067 11.886  -0.187
C 3.464 -8.976 12.355  -0.191
O 2.234 -8.534 11.844  -0.174
C 2.080 -8.651 10.435  -0.086
H 5.128 -4.808 11.628  0.094
H 5.492 -6.094 10.502  0.048
H 6.369 -6.072 11.973  0.089
H 5.409 -8.392 12.597  0.113
H 5.063 -8.364 10.922  0.100
H 3.498 -9.131 13.433  0.126
H 3.646 -10.000 12.029  0.098
H 2.280 -9.674 10.119  0.077
H 2.643 -7.958 9.810  0.086
H 1.002 -8.503 10.363  0.095
C 8.587 -13.682 5.332  -0.110
O 9.197 -12.837 6.252  -0.170
C 8.628 -12.869 7.581  -0.145
C 9.014 -11.618 8.334  -0.197
O 7.935 -10.991 9.017  -0.226
C 8.162 -9.592 9.445  -0.034
H 9.071 -13.503 4.372  0.078
H 7.536 -13.619 5.049  0.081
H 8.910 -14.690 5.592  0.073
H 8.977 -13.754 8.112  0.118
H 7.542 -12.880 7.672  0.104
H 9.684 -10.904 7.855  0.100
H 9.618 -11.797 9.224  0.108
H 9.152 -9.457 9.880  0.088
H 7.378 -9.298 10.143  0.076
H 8.047 -9.005 8.534  0.065

=====

# C27H49F9N8O11S3

A cluster of 8 separate species, C27H49F9N8O11S3 in total (wB97M-V/def2-TZVPD, the OMol25 dataset).

Values from the calculation:
Charge: +2
LUMO energy, eV: -6.040
HOMO energy, eV: -10.96

Last column: Löwdin charge in e.
Cartesian coordinates (Å):
C -2.493 0.088 -1.480  0.024
C -2.024 -0.878 -0.401  -0.376
O -2.673 -1.311 0.515  0.165
N -0.521 -0.972 -0.283  0.093
H -0.233 -1.882 0.049  0.099
H -0.178 -1.039 -1.231  0.065
C 0.125 0.209 0.568  0.079
H -3.564 -0.040 -1.636  0.076
H -1.893 -0.135 -2.363  0.067
H -2.292 1.058 -1.026  0.087
H 1.126 -0.218 0.505  0.080
H -0.355 0.221 1.546  0.095
H 0.033 1.138 0.006  0.077
C -0.488 2.750 -2.860  0.009
C -0.638 3.852 -3.865  -0.324
O 0.280 4.615 -4.227  0.168
N -2.052 4.013 -4.420  0.107
H -2.617 3.229 -4.126  0.161
H -2.432 4.893 -4.101  0.180
C -1.948 4.049 -5.978  0.065
H -0.895 2.894 -1.860  0.094
H 0.591 2.674 -2.728  0.095
H -0.767 1.748 -3.186  0.060
H -2.933 3.952 -6.433  0.107
H -1.375 3.166 -6.260  0.107
H -1.448 4.991 -6.207  0.112
C -7.713 0.532 -0.514  -0.063
C -7.943 -0.591 -1.501  -0.144
N -6.648 -1.324 -1.705  -0.052
C -6.098 -2.159 -0.757  0.016
C -5.101 -2.808 -1.391  -0.004
N -4.895 -2.259 -2.655  -0.099
C -5.921 -1.362 -2.849  0.023
C -3.850 -2.668 -3.535  0.008
H -8.682 1.014 -0.391  0.095
H -6.982 1.261 -0.865  0.078
H -7.290 0.172 0.424  0.083
H -8.353 -0.261 -2.456  0.130
H -8.646 -1.343 -1.143  0.136
H -6.608 -2.225 0.193  0.156
H -4.371 -3.486 -0.975  0.150
H -6.054 -0.849 -3.790  0.163
H -2.926 -2.484 -2.986  0.091
H -3.786 -2.054 -4.433  0.111
H -3.905 -3.745 -3.688  0.122
C 4.806 1.352 -2.266  -0.041
C 4.185 0.341 -1.217  -0.145
N 5.082 -0.794 -1.191  -0.067
C 5.285 -1.696 -2.248  0.041
C 6.134 -2.680 -1.697  0.028
N 6.518 -2.307 -0.391  -0.075
C 5.863 -1.133 -0.118  0.005
C 7.438 -3.064 0.466  0.016
H 5.262 1.091 -3.221  0.090
H 5.547 1.950 -1.736  0.072
H 3.937 2.003 -2.366  0.057
H 3.218 -0.059 -1.523  0.093
H 4.170 0.719 -0.195  0.118
H 4.782 -1.709 -3.203  0.120
H 6.548 -3.536 -2.210  0.133
H 5.909 -0.553 0.792  0.154
H 8.336 -3.244 -0.125  0.104
H 6.985 -3.938 0.935  0.111
H 7.833 -2.414 1.246  0.099
C 3.007 0.873 6.534  -0.048
C 3.257 1.449 5.108  -0.145
N 1.986 1.944 4.532  -0.042
C 1.766 2.143 3.131  0.022
C 0.457 2.730 3.061  0.009
N -0.146 2.695 4.385  -0.088
C 0.857 2.291 5.237  0.043
C -1.485 3.018 4.671  -0.010
H 3.033 1.695 7.249  0.084
H 3.852 0.288 6.897  0.086
H 2.134 0.223 6.595  0.074
H 3.705 0.727 4.426  0.110
H 3.906 2.323 5.177  0.124
H 2.527 1.829 2.432  0.116
H -0.060 3.074 2.177  0.104
H 0.593 2.073 6.261  0.166
H -1.923 2.047 4.900  0.085
H -1.885 3.440 3.749  0.099
H -1.568 3.694 5.522  0.120
C -1.354 -1.345 4.876  -0.682
F -2.497 -1.062 4.216  0.099
F -1.007 -2.593 4.668  0.157
F -0.365 -0.673 4.299  0.085
S -1.497 -0.851 6.704  0.488
O -1.871 0.528 6.643  -0.349
O -2.532 -1.743 7.317  -0.345
O -0.202 -1.146 7.354  -0.351
C 0.241 -0.660 -5.304  -0.669
F 0.898 -0.491 -6.431  0.164
F -0.775 0.171 -5.199  0.112
F -0.218 -1.911 -5.286  0.134
S 1.512 -0.411 -3.811  0.539
O 2.096 0.915 -4.048  -0.327
O 0.718 -0.572 -2.574  -0.375
O 2.458 -1.521 -3.907  -0.302
C 3.004 -2.333 2.572  -0.684
F 3.305 -3.201 3.516  0.152
F 2.443 -1.310 3.179  0.131
F 4.192 -1.961 2.145  0.116
S 1.939 -3.170 1.195  0.500
O 2.292 -4.582 1.168  -0.287
O 0.519 -2.865 1.474  -0.353
O 2.288 -2.524 -0.040  -0.347

=====

Calculated relative energy (zero: lowest compared OMol25 entry of this formula, charge and spin), 128.3, 47.7 kcal/mol (same order as the records).
Calculated orbital gap, 9.6, 4.9 eV (same order as the records).